(1)
Below is a molecular structure, C32H30Br2NO2PSiV at a distorted geometry, with properties calculated with ωB97M-V/def2-TZVPD.

Output
Net charge ... +3
Calculated total energy ... -8164.46465 a.u.
Lowest unoccupied orbital energy (alpha / beta) ... -11.803 / -11.801 eV
Highest occupied orbital energy (alpha / beta) ... -17.179 / -17.179 eV
Kohn-Sham gap (alpha / beta) ... 5.38 / 5.38 eV

Geometry as XYZ:
```
70
Properties=species:S:1:pos:R:3:forces:R:3
V -1.153 -0.860 0.326 -0.87 1.27 4.44
Br -0.412 -1.525 3.032 0.17 0.08 0.28
C -1.894 -2.750 3.217 -0.07 0.01 -0.13
Br -2.934 -2.705 1.571 0.12 0.03 -0.02
H -2.520 -2.422 4.038 -0.04 0.07 -0.05
H -1.513 -3.753 3.365 0.03 0.00 -0.08
O -1.644 -1.651 -3.044 -0.26 0.35 0.64
C -1.373 -0.682 -2.418 0.99 -0.29 -2.88
O -1.781 -0.549 -1.101 -1.64 0.08 -1.64
C -0.544 0.468 -2.849 -0.08 0.02 0.31
C -0.630 0.847 -4.185 -0.01 -0.11 0.07
C 0.126 1.915 -4.642 0.02 0.06 -0.02
C 0.969 2.595 -3.775 0.01 0.01 -0.08
C 1.073 2.209 -2.444 -0.06 -0.10 0.16
C 0.313 1.145 -1.965 -0.11 -0.06 0.07
P 0.688 0.601 -0.267 0.93 0.71 -0.33
C 1.017 2.090 0.692 -0.22 -0.13 -0.02
C 0.040 3.093 0.707 0.08 -0.04 -0.03
C 0.296 4.289 1.349 -0.04 0.03 -0.08
C 1.520 4.493 1.980 0.05 -0.01 0.01
C 2.498 3.511 1.944 0.02 0.03 0.01
C 2.257 2.308 1.298 -0.04 -0.07 -0.01
C 2.207 -0.365 -0.322 -0.13 0.01 0.15
C 2.861 -0.623 -1.525 -0.10 0.04 0.03
C 4.072 -1.301 -1.508 0.03 -0.01 -0.03
C 4.624 -1.714 -0.303 0.02 -0.04 -0.04
C 3.958 -1.479 0.896 -0.05 0.01 0.10
C 2.746 -0.811 0.891 -0.03 -0.04 -0.17
H -1.292 0.307 -4.849 -0.01 0.01 0.00
H 0.051 2.220 -5.677 0.00 0.00 0.00
H 1.559 3.428 -4.133 -0.01 0.00 0.00
H 1.749 2.732 -1.779 0.01 0.03 -0.05
H -0.895 2.944 0.180 -0.05 0.07 0.04
H -0.444 5.077 1.344 0.00 -0.02 -0.01
H 1.713 5.430 2.484 0.02 0.00 0.00
H 3.461 3.679 2.407 -0.01 0.01 0.02
H 3.039 1.566 1.252 0.02 0.03 0.02
H 2.444 -0.278 -2.463 0.04 -0.02 -0.02
H 4.593 -1.488 -2.437 0.01 0.01 0.01
H 5.583 -2.215 -0.295 -0.01 0.00 0.00
H 4.393 -1.799 1.834 0.01 0.00 -0.02
H 2.232 -0.604 1.823 0.07 -0.04 0.05
N 0.033 -2.312 0.059 0.69 -1.29 -0.66
C 0.477 -3.242 -0.490 -0.12 0.32 0.17
C 1.015 -4.349 -1.127 0.31 -0.39 -0.11
C 2.267 -4.839 -0.691 -0.12 0.11 0.04
C 2.801 -5.941 -1.315 0.06 -0.08 -0.02
C 2.106 -6.562 -2.355 -0.02 0.10 0.08
C 0.872 -6.077 -2.787 0.01 -0.07 -0.05
C 0.316 -4.973 -2.184 -0.10 0.18 0.07
H 2.782 -4.351 0.125 0.04 0.00 0.00
H 3.757 -6.331 -0.994 -0.01 -0.01 0.00
H 2.530 -7.437 -2.829 0.00 0.01 -0.02
H 0.349 -6.570 -3.594 0.00 0.00 0.00
H -0.641 -4.582 -2.508 0.00 -0.01 -0.01
C -5.561 2.470 1.194 0.20 -0.32 0.10
Si -4.095 2.518 2.344 0.08 1.36 0.47
C -4.354 2.049 4.139 -0.07 -0.33 -0.45
C -3.178 4.201 2.273 -0.46 -0.90 -0.13
C -2.715 1.420 1.660 -0.14 -0.30 -0.05
C -1.835 0.675 1.212 0.66 -0.88 -0.27
H -6.331 3.153 1.557 0.04 0.03 0.07
H -6.009 1.476 1.139 -0.01 0.02 0.02
H -5.296 2.778 0.182 0.06 0.03 0.02
H -4.919 2.833 4.644 -0.01 0.06 -0.06
H -3.403 1.929 4.658 0.01 0.03 0.00
H -4.926 1.123 4.230 0.02 0.02 0.07
H -3.835 4.914 2.774 0.05 0.11 -0.03
H -3.034 4.503 1.236 0.05 0.14 0.04
H -2.227 4.152 2.800 0.00 0.07 0.03
```
Forces are in eV/Å.

Atom charges from the natural (NBO) analysis, given in e for atoms 1 to 2: 0.99 0.23



(2)
Below is a molecular structure, C44H51N4O4P2SV at a distorted geometry, with properties calculated with ωB97M-V/def2-TZVPD.

Output
2S+1 ... 4
Net charge ... -1
Calculated total energy ... -4252.31258 a.u.
Lowest unoccupied orbital energy (alpha / beta) ... 2.311 / 2.311 eV
Highest occupied orbital energy (alpha / beta) ... -4.114 / -4.260 eV
<S²> ... 3.7618
Kohn-Sham gap (alpha / beta) ... 6.42 / 6.57 eV

Geometry as XYZ:
```
107
Properties=species:S:1:pos:R:3:forces:R:3
V 0.533 0.690 -0.491 -0.32 0.61 0.24
C -0.752 -5.093 0.003 -0.20 -0.53 -0.44
C 0.090 -3.909 0.432 -0.03 -0.29 1.09
C -0.110 -3.741 1.957 0.04 0.33 -0.28
P -0.123 -2.255 -0.346 0.04 0.22 0.55
C -0.366 -2.672 -2.099 0.38 -0.48 -0.17
C -0.467 -1.384 -2.883 -0.06 -0.18 -0.62
C 0.884 -3.442 -2.560 -0.43 -0.32 -0.79
C -1.710 -1.690 0.347 -0.01 0.72 0.60
C -2.918 -2.319 0.050 0.17 -0.15 0.27
C -4.151 -1.889 0.524 0.21 -0.41 -0.59
C -5.437 -2.584 0.143 0.09 -0.07 -0.38
C -4.140 -0.721 1.255 0.09 0.21 0.36
C -2.961 -0.098 1.638 0.31 0.39 -0.07
C -1.683 -0.556 1.245 0.48 -0.39 -0.69
N -0.430 0.069 1.509 -1.09 -0.01 0.43
C -0.203 0.761 2.696 -0.04 0.14 0.17
C -0.934 0.684 3.927 -0.14 0.02 -0.23
C -0.620 1.431 5.073 0.39 -0.04 -0.93
C 0.499 2.275 5.104 -0.24 -0.65 -0.97
C 0.857 3.083 6.287 0.50 0.55 0.79
C 1.284 2.315 3.943 -0.50 -0.41 0.18
C 0.949 1.611 2.789 0.28 0.02 -0.21
P 2.045 1.527 1.340 0.27 -0.10 -0.08
C 3.399 0.387 1.968 -0.84 -0.61 0.23
C 2.727 -0.887 2.548 0.25 -0.11 -1.33
C 4.393 0.890 2.998 0.00 0.25 0.30
C 3.048 3.047 1.077 -0.03 0.17 0.17
C 2.283 4.293 0.655 0.10 0.05 -0.81
C 4.121 2.752 0.028 0.28 -0.52 -0.17
H -0.421 -6.009 0.509 0.06 0.17 0.06
H -1.796 -4.965 0.270 -0.22 0.14 0.07
H -0.715 -5.317 -1.064 0.04 0.15 -0.05
H 1.132 -4.178 0.264 0.26 0.03 -0.07
H -1.180 -3.684 2.187 0.20 0.01 -0.03
H 0.318 -4.589 2.477 0.06 -0.25 0.20
H 0.355 -2.827 2.339 -0.04 -0.05 -0.02
H -1.249 -3.295 -2.248 -0.13 0.00 -0.09
H -1.191 -0.714 -2.448 -0.42 0.31 0.03
H 0.484 -0.863 -2.922 0.28 0.03 0.08
H -0.742 -1.605 -3.924 -0.10 0.20 0.17
H 1.788 -2.986 -2.205 0.49 0.48 0.17
H 0.925 -4.476 -2.231 -0.18 -0.18 0.09
H 0.941 -3.449 -3.664 -0.08 0.01 0.39
H -2.875 -3.213 -0.556 -0.09 -0.11 -0.21
H -5.249 -3.469 -0.474 0.13 0.06 0.13
H -6.019 -2.913 1.004 0.01 0.09 0.10
H -6.067 -1.935 -0.473 -0.02 0.06 0.14
H -5.103 -0.293 1.509 0.08 0.21 0.24
H -3.030 0.843 2.165 0.06 0.02 0.14
H -1.795 0.026 3.961 0.01 0.05 0.04
H -1.266 1.373 5.949 0.11 -0.12 -0.16
H 0.132 2.971 7.093 -0.03 -0.02 0.01
H 1.846 2.830 6.700 -0.22 -0.10 -0.10
H 0.918 4.148 6.048 -0.11 0.04 -0.02
H 2.204 2.889 3.959 -0.01 0.16 -0.07
H 3.929 0.094 1.068 0.17 -0.05 -0.13
H 2.343 -0.712 3.541 -0.09 0.03 0.39
H 1.874 -1.214 1.917 0.35 0.14 0.31
H 3.495 -1.678 2.560 -0.32 0.06 0.26
H 3.894 1.151 3.942 0.01 0.16 -0.25
H 5.077 0.081 3.259 0.11 -0.10 -0.10
H 5.003 1.729 2.657 -0.09 0.02 0.04
H 3.542 3.255 2.023 0.16 0.15 0.19
H 1.662 4.132 -0.240 0.21 -0.16 0.28
H 1.634 4.663 1.430 -0.22 0.22 0.37
H 3.012 5.067 0.376 -0.16 -0.02 0.24
H 3.674 2.571 -0.959 0.01 0.15 0.21
H 4.784 3.622 -0.049 -0.03 -0.16 -0.06
H 4.736 1.863 0.263 -0.21 0.49 -0.05
S -3.724 2.438 -3.792 0.11 0.08 0.15
C -4.260 0.819 -4.055 -0.07 0.26 0.00
C -5.122 0.310 -5.010 -0.03 -0.72 0.18
C -5.399 -1.052 -4.981 0.21 0.08 -0.07
C -4.784 -1.900 -4.048 -0.09 0.56 -0.32
C -3.945 -1.365 -3.091 0.02 -0.62 0.12
C -3.719 0.000 -3.062 -0.41 -0.28 -0.44
N -2.993 0.627 -2.102 0.67 0.02 0.44
C -2.884 1.886 -2.323 -0.05 -0.24 -0.01
C -2.249 2.815 -1.394 -0.36 0.45 -0.13
C -2.879 4.066 -1.361 0.03 0.35 -0.25
C -2.461 5.052 -0.499 0.36 0.04 0.32
C -1.449 4.724 0.377 0.36 -1.00 0.21
C -0.864 3.441 0.373 -0.40 0.92 0.03
C -1.188 2.432 -0.542 0.82 -0.55 -0.08
H -5.575 0.941 -5.742 -0.21 0.32 -0.39
H -6.068 -1.480 -5.715 -0.04 0.04 -0.05
H -4.980 -2.955 -4.133 0.05 -0.26 0.24
H -3.425 -1.952 -2.343 -0.21 -0.14 -0.09
H -3.693 4.312 -2.036 -0.01 -0.25 -0.01
H -2.878 6.049 -0.471 -0.24 0.00 -0.16
H -1.106 5.442 1.093 0.19 0.39 0.35
H -0.111 3.294 1.138 -0.01 -0.22 -0.08
O 5.331 -0.193 -4.471 0.56 -0.90 0.52
C 5.407 -1.122 -3.500 -0.47 0.52 -0.44
O 6.241 -1.992 -3.502 0.16 0.04 -0.07
C 4.377 -1.057 -2.428 -0.42 0.18 0.41
C 4.326 -1.969 -1.389 -0.20 0.22 -0.30
N 3.256 -1.644 -0.645 0.22 -0.40 0.59
N 2.608 -0.570 -1.094 -0.07 -0.69 0.64
C 3.256 -0.202 -2.164 -0.03 0.48 -0.76
C 2.607 0.984 -2.851 0.45 -0.76 0.53
O 3.214 1.414 -3.834 -0.08 0.54 -0.58
O 1.536 1.361 -2.301 -0.10 0.45 -0.35
H 4.597 0.427 -4.290 -0.65 0.54 0.13
H 4.952 -2.823 -1.195 0.02 0.03 0.09
H 2.933 -2.058 0.213 -0.05 -0.18 0.03
```
Forces are in eV/Å.

Atom charges from the Löwdin analysis, given in e for atoms 1 to 2: 0.65 -0.12



(3)
Below is a molecular structure, C25H49GaNO2SSi2 at a distorted geometry, with properties calculated with ωB97M-V/def2-TZVPD.

Output
Net charge ... +1
Calculated total energy ... -4088.83653 a.u.
Lowest unoccupied orbital energy ... -4.877 eV
Highest occupied orbital energy ... -11.128 eV
Kohn-Sham gap ... 6.25 eV

Geometry as XYZ:
```
81
Properties=species:S:1:pos:R:3:forces:R:3
O -1.573 -0.752 -1.444 -1.25 -0.69 0.49
O 1.805 -4.900 -0.776 0.11 0.39 0.17
C -2.781 -1.520 -1.187 0.69 0.01 -0.40
C -3.890 -1.132 -2.128 0.13 -0.42 -0.19
H -3.031 -1.301 -0.164 -0.29 0.12 0.05
H -2.548 -2.598 -1.238 -0.19 0.50 0.12
H -4.164 -0.103 -1.964 -0.14 0.44 -0.05
H -4.764 -1.753 -1.937 -0.07 -0.01 -0.08
H -3.584 -1.264 -3.171 -0.12 0.01 0.11
C -0.762 -1.236 -2.473 0.23 -0.93 -1.22
C -0.762 -2.747 -2.736 0.19 -0.14 -0.23
H 0.229 -0.940 -2.168 0.82 0.11 -0.06
H -0.932 -0.756 -3.453 -0.36 0.00 0.52
H -0.324 -3.317 -1.911 0.02 0.01 -0.09
H -0.183 -2.955 -3.660 -0.16 0.18 0.62
H -1.765 -3.149 -2.918 0.20 0.18 -0.10
C 2.672 -3.811 -0.538 0.18 -0.06 0.15
C 1.260 -5.497 0.388 -0.22 -0.31 -0.18
C 3.096 -3.231 -1.867 -0.20 0.23 -0.22
H 3.565 -4.154 0.013 -0.25 0.03 0.04
H 2.172 -3.033 0.075 0.09 -0.22 -0.07
H 3.382 -4.008 -2.580 0.01 0.00 0.22
H 3.937 -2.551 -1.736 0.05 0.00 0.01
H 2.275 -2.664 -2.312 0.01 -0.06 -0.06
C 0.844 -6.891 -0.047 -0.08 -0.16 0.08
H 0.372 -4.922 0.730 0.43 -0.12 0.00
H 1.996 -5.549 1.214 -0.15 0.15 -0.34
H 0.055 -6.828 -0.802 0.09 0.00 0.05
H 0.467 -7.482 0.788 -0.01 0.05 0.03
H 1.695 -7.420 -0.490 -0.14 0.15 0.13
H -0.513 -0.533 1.144 -0.57 -0.57 -0.78
Ga 0.222 1.348 -0.024 -0.78 1.16 2.24
C -1.202 -1.383 1.470 1.37 1.89 0.07
Si -0.700 -1.427 3.287 -0.89 -0.67 -2.21
H -2.256 -1.090 1.405 0.57 0.11 -0.09
H -1.007 -2.338 0.954 0.08 0.68 0.05
C -1.822 -2.918 3.368 -0.03 -0.37 1.32
C -1.247 0.073 4.221 -0.18 -0.25 0.27
C 1.122 -1.756 3.381 0.10 -0.27 0.49
C -1.098 2.164 -1.145 -0.08 -0.54 -0.35
Si 0.163 2.701 -2.436 -0.59 0.88 -0.67
H -1.543 2.919 -0.463 0.46 -0.30 -0.28
H -1.867 1.529 -1.604 0.38 0.12 0.37
C 0.030 1.539 -3.890 0.07 -0.02 -0.10
C 1.944 2.779 -1.816 0.09 -0.68 0.41
C -0.386 4.397 -2.939 0.03 0.20 -0.25
H 1.674 -1.827 2.429 -0.36 -0.01 0.31
H 1.151 -2.729 3.888 0.57 0.14 -0.05
H 1.584 -0.990 4.014 0.13 -0.39 -0.02
H -2.730 -2.750 2.767 0.26 0.09 0.46
H -2.090 -3.077 4.408 -0.36 -0.80 0.10
H -1.322 -3.788 2.921 -0.04 0.08 0.41
H -1.598 0.918 3.612 0.12 -0.29 0.13
H -0.411 0.397 4.847 -0.38 0.09 0.11
H -2.073 -0.311 4.834 0.09 0.52 0.14
H 2.495 1.855 -2.035 0.11 0.21 -0.15
H 2.053 3.024 -0.744 0.05 -0.02 -0.52
H 2.399 3.619 -2.362 0.05 -0.36 0.10
H -0.725 4.347 -3.979 -0.04 0.26 0.13
H 0.436 5.113 -2.858 -0.27 0.05 -0.17
H -1.216 4.717 -2.299 0.17 0.13 -0.20
H 0.291 2.143 -4.769 0.02 -0.27 0.04
H -1.001 1.173 -4.018 0.37 0.24 -0.03
H 0.707 0.677 -3.832 -0.16 0.26 -0.14
S 0.470 3.701 3.871 0.53 -0.65 -1.10
C 1.366 2.259 4.033 0.41 -0.66 -0.46
C 1.490 1.560 2.842 -0.74 0.12 0.64
C 0.740 2.140 1.760 1.12 0.59 0.52
C 0.327 3.430 2.145 -0.10 -1.32 0.15
C 0.246 4.626 1.340 0.06 2.14 -1.02
C -0.345 5.809 1.831 -0.04 -0.64 -0.19
C -0.211 6.993 1.125 0.75 -0.29 -1.01
C 0.590 6.999 -0.041 -0.24 -0.91 0.94
C 1.229 5.801 -0.403 -0.89 1.03 -0.30
N 1.004 4.660 0.216 -0.28 -0.77 1.14
H 1.778 2.010 5.010 -0.12 -0.07 -0.37
H 2.081 0.659 2.726 -0.22 0.08 0.20
H -0.904 5.757 2.761 -0.04 0.19 -0.15
H -0.689 7.896 1.471 -0.06 0.08 0.00
H 0.710 7.870 -0.654 0.13 0.39 -0.01
H 1.894 5.780 -1.277 -0.25 -0.07 0.41
```
Forces are in eV/Å.

Atom charges from the Löwdin analysis, given in e for atoms 1 to 2: -0.24 -0.18